# C3H10N2O

A gas-phase ion, C3H10N2O (charge +1) at a distorted geometry (wB97M-V/def2-TZVPD, the Open Molecules 2025 dataset).

Structure (ORCA input):
```
! RIJCOSX wB97M-V def2-TZVPD def2/J DEFGRID3
* xyz 1 2
C -0.6938 0.1357 -0.1694
N 0.3749 0.3305 0.7718
C 0.6150 1.6236 1.3103
O 2.0271 1.8068 1.4675
C -0.2482 -1.0392 -1.1367
N -1.0665 -2.2166 -0.9032
H -0.9324 1.0133 -0.7622
H -1.6179 -0.1499 0.3416
H 0.6457 -0.5036 1.2759
H 0.2162 2.4205 0.6806
H 0.2626 1.8022 2.3333
H 2.4271 1.9281 0.5896
H -0.3433 -0.6107 -2.1349
H 0.7825 -1.3251 -0.9636
H -0.5491 -3.0266 -1.2079
H -1.8999 -2.1890 -1.4926
*
```

Its total energy is -8291.6214 eV. The value obtained for the frontier orbital gap (alpha / beta) is 11.3 / 5.9 eV. The calculation puts the LUMO energy (alpha / beta) at -2.9749 / -8.1487 eV. As for the expectation value of S²: 0.75. As for the energy relative to the best compared isomer or geometry (same formula, charge and spin): 2.008 eV. The value obtained for the HOMO energy (alpha / beta) is -14.238 / -14.058 eV.